Computed, not measured: a molecular structure, C26H45DyN3P2, with the ωB97M-V functional and the def2-TZVPD basis.

```
77
Properties=species:S:1:pos:R:3:forces:R:3
Dy -0.000105 0.157094 0.182227 0.1 2.0 0.2
C 1.783929 2.023440 -0.566237 -1.0 0.2 -0.4
C 1.152207 1.459799 -1.718143 -0.7 0.4 0.7
C -0.410516 2.748069 -0.612767 0.8 -0.5 -0.4
C 0.823608 2.845985 0.085253 -0.2 -0.5 -0.7
C -0.230576 1.869594 -1.726411 1.0 0.3 0.6
C 3.242634 1.986782 -0.269578 0.4 -0.1 0.1
H 3.695714 1.053161 -0.627614 0.0 0.2 0.0
H 3.432915 2.055572 0.808222 0.1 0.0 -0.2
H 3.771006 2.824673 -0.760070 -0.2 -0.3 0.2
C 1.120831 3.846570 1.134022 0.0 0.2 0.7
H 2.086355 3.644136 1.610772 -0.2 0.1 0.0
H 0.344483 3.855388 1.913149 0.2 0.1 -0.1
H 1.165175 4.862997 0.702474 0.0 -0.4 0.2
C -1.594369 3.617036 -0.389586 -0.5 0.2 0.3
H -1.641584 4.416820 -1.150833 0.0 -0.3 0.3
H -1.553893 4.096868 0.597164 -0.1 -0.1 -0.2
H -2.531969 3.047070 -0.451579 0.1 0.2 0.0
C -1.241006 1.619806 -2.792401 -0.3 -0.1 -0.3
H -1.122648 2.335819 -3.624179 -0.1 -0.3 0.2
H -2.258452 1.734090 -2.392701 0.2 0.0 -0.2
H -1.156388 0.599783 -3.196065 -0.1 0.4 0.0
C 1.885010 0.779897 -2.801982 0.3 -0.4 -0.5
H 2.426844 1.491610 -3.444454 -0.2 -0.2 0.2
H 1.199252 0.202141 -3.422605 0.3 0.3 0.0
H 2.623013 0.084080 -2.385777 0.0 0.2 -0.3
C 0.594424 -2.409685 -0.184277 1.6 -0.6 -0.4
C 1.637013 -1.824122 -0.848196 -0.3 -1.2 1.2
C 2.231949 -2.426677 -2.091659 0.5 0.0 -0.4
C 1.416940 -2.336990 -3.422874 0.3 0.0 -0.6
C 0.006125 -1.824621 -3.352296 -0.5 -0.3 -0.3
C -0.959938 -2.440739 -2.662032 0.0 0.0 -0.3
C -0.742227 -3.759508 -1.977913 -0.3 -0.3 -0.1
C 0.023590 -3.735001 -0.632098 -0.4 -0.3 0.5
H 2.463287 -3.495791 -1.935825 -0.2 0.4 0.3
H 1.416775 -3.343994 -3.876170 -0.1 0.3 0.2
H 3.213957 -1.951459 -2.271102 -0.5 -0.2 0.1
H 0.830719 -4.486845 -0.704690 -0.1 0.5 0.2
H 0.319122 -2.155412 0.862622 0.3 0.2 -0.5
H 2.287889 -1.062766 -0.369632 -0.7 0.0 -0.1
H -0.647206 -4.106711 0.162195 0.3 0.2 -0.3
H -1.731040 -4.212904 -1.804668 0.4 0.1 -0.1
H -1.993419 -2.087042 -2.676517 0.5 0.0 -0.2
H -0.211981 -4.448554 -2.656519 -0.2 0.3 0.1
H 1.973444 -1.702232 -4.131752 -0.2 -0.3 0.3
H -0.244079 -1.015156 -4.050956 0.0 -0.2 0.6
P 1.770020 -0.302950 2.601826 0.1 -0.2 0.7
C 2.268429 1.104834 3.675699 -0.1 0.2 -0.2
H 2.767003 0.726775 4.579415 -0.1 0.0 -0.3
H 1.388531 1.688852 3.976764 0.2 -0.1 -0.1
H 2.955790 1.764228 3.131910 -0.1 -0.1 0.2
C 0.770141 -1.257949 3.823066 -0.1 0.0 -0.1
H 1.315415 -1.327043 4.775052 -0.1 0.0 -0.3
H 0.577723 -2.268380 3.440552 0.0 0.1 0.1
H -0.191709 -0.757865 3.994968 0.3 -0.1 0.0
C 3.308969 -1.299704 2.602821 0.1 0.0 -0.1
H 3.102406 -2.285009 2.166783 0.1 0.2 0.1
H 3.697321 -1.424429 3.624295 -0.1 0.0 -0.3
H 4.065371 -0.798260 1.985744 -0.1 -0.1 0.2
P -2.865987 -0.603103 0.152397 -1.0 -0.1 0.0
C -3.856108 -0.474060 -1.386213 0.0 -0.1 -0.3
H -4.751734 -1.112889 -1.326378 0.3 0.3 0.0
H -3.262217 -0.767214 -2.261194 -0.3 0.2 0.2
H -4.161366 0.573886 -1.529146 0.1 -0.3 0.1
C -3.099347 -2.354682 0.649928 0.1 -0.2 0.0
H -2.694158 -3.043184 -0.106260 -0.2 0.2 0.2
H -4.169862 -2.567543 0.810446 0.4 0.0 -0.1
H -2.562269 -2.526942 1.595302 -0.2 0.0 -0.2
C -4.049745 0.186425 1.329499 0.3 0.3 0.1
H -5.050144 -0.264635 1.242333 0.4 0.1 -0.1
H -4.120962 1.265544 1.116913 0.0 -0.4 0.1
H -3.693273 0.059320 2.362097 -0.1 0.1 -0.3
N -0.871720 1.045420 2.049885 -0.6 0.6 1.0
C -1.374673 1.742848 2.875878 0.0 -0.1 -0.3
N -1.980465 2.360601 3.793259 0.3 -0.8 -0.4
C -2.028086 3.666534 3.976789 0.0 2.6 0.4
N -2.100107 4.818501 4.199628 0.1 -2.3 -0.5
```
Forces are in eV/Å.

- 2S+1 = 6
- electronic energy (eV) = -74818.325
- molecular weight (g/mol) = 624.11
- strongest force on any atom (eV/A) = 2.63
- net charge = +1
- ⟨S²⟩ = 9.345
- HOMO energy (spin up / spin down) (eV) = -10.66 / -10.69